C71H164Br2N9O2 | ωB97M-V with the def2-TZVPD basis set

Results
HOMO-LUMO gap (spin up / spin down) (eV): 2.56 / 7.79
Charge: +6
Expectation value of S²: 0.7511
Spin multiplicity: 2
LUMO energy (spin up / spin down) (eV): -9.23 / -9.24

```
248
C71H164Br2N9O2 | OMol25 | ωB97M-V with the def2-TZVPD basis set
C -14.646 -21.432 -4.231
C -14.981 -21.316 -2.725
C -13.790 -20.709 -2.026
N -13.955 -20.525 -0.552
C -15.306 -19.809 -0.375
C -13.868 -21.992 0.072
C -12.645 -21.874 1.137
C -12.692 -20.410 1.555
C -12.990 -19.700 0.288
H -14.517 -20.461 -4.710
H -15.441 -21.964 -4.754
H -13.738 -21.989 -4.463
H -15.355 -22.256 -2.319
H -15.868 -20.684 -2.765
H -13.511 -19.727 -2.410
H -12.809 -21.183 -2.045
H -15.372 -19.621 0.697
H -16.168 -20.395 -0.693
H -15.260 -18.969 -1.068
H -14.868 -22.069 0.498
H -13.779 -22.765 -0.692
H -12.548 -22.561 1.978
H -11.795 -22.055 0.478
H -13.451 -20.312 2.331
H -11.746 -20.038 1.949
H -13.411 -18.695 0.331
H -12.167 -19.642 -0.424
C -14.553 -22.856 18.128
C -13.568 -22.403 16.962
C -13.136 -23.642 16.133
N -12.072 -23.315 15.018
C -10.629 -22.933 15.521
C -12.612 -22.256 14.014
C -12.147 -22.614 12.631
C -11.567 -24.080 12.724
C -11.899 -24.557 14.157
H -14.266 -23.690 18.769
H -15.451 -23.147 17.584
H -14.855 -21.975 18.694
H -12.802 -21.932 17.578
H -14.037 -21.648 16.331
H -13.888 -24.281 15.671
H -12.491 -24.215 16.800
H -9.941 -22.972 14.676
H -10.405 -23.488 16.432
H -10.900 -21.894 15.708
H -12.348 -21.298 14.461
H -13.690 -22.272 14.172
H -11.341 -21.938 12.342
H -12.947 -22.589 11.891
H -10.492 -24.064 12.547
H -11.951 -24.768 11.971
H -11.270 -25.197 14.775
H -12.827 -25.126 14.210
C -19.076 -28.129 3.189
N -19.410 -28.717 1.801
C -18.686 -30.107 1.845
C -20.925 -28.943 1.635
C -18.841 -27.794 0.660
C -17.402 -27.274 0.679
O -17.121 -26.420 1.876
H -19.640 -28.630 3.976
H -19.389 -27.087 3.132
H -18.014 -28.024 3.411
H -19.086 -30.544 2.760
H -17.605 -30.182 1.962
H -18.944 -30.705 0.971
H -21.039 -29.472 0.689
H -21.254 -27.905 1.657
H -21.267 -29.408 2.560
H -19.409 -26.865 0.612
H -18.946 -28.281 -0.310
H -17.425 -26.633 -0.202
H -16.560 -27.881 0.346
H -16.351 -26.616 2.415
C -19.943 -22.474 12.724
N -18.668 -22.667 11.790
C -17.536 -23.253 12.733
C -19.018 -23.721 10.721
C -18.388 -21.279 11.066
C -17.663 -20.259 12.003
O -18.607 -19.859 12.949
H -20.833 -22.092 12.223
H -19.661 -21.839 13.564
H -20.188 -23.369 13.295
H -17.202 -22.613 13.550
H -16.693 -23.485 12.082
H -17.925 -24.213 13.073
H -18.240 -23.787 9.960
H -19.938 -23.507 10.176
H -19.167 -24.713 11.149
H -19.368 -20.995 10.682
H -17.725 -21.594 10.260
H -17.133 -19.584 11.331
H -16.847 -20.897 12.342
H -18.915 -18.960 12.819
C -15.128 -16.050 6.731
C -16.553 -16.242 7.218
C -17.626 -16.915 6.349
C -18.777 -17.259 7.348
N -20.055 -17.554 6.604
C -19.918 -18.668 5.495
C -21.331 -19.308 5.314
C -22.181 -18.715 6.514
C -21.097 -18.245 7.478
C -20.541 -16.110 6.051
H -14.565 -15.241 7.198
H -15.172 -16.033 5.642
H -14.588 -16.977 6.920
H -16.795 -15.235 7.557
H -16.357 -16.843 8.106
H -17.174 -17.793 5.888
H -17.942 -16.319 5.493
H -19.073 -16.481 8.052
H -18.439 -18.174 7.834
H -19.469 -18.223 4.607
H -19.152 -19.322 5.911
H -21.889 -19.013 4.425
H -21.369 -20.385 5.474
H -22.838 -17.896 6.223
H -22.814 -19.513 6.902
H -21.479 -17.477 8.152
H -20.560 -19.015 8.032
H -19.975 -15.572 5.291
H -20.403 -15.563 6.984
H -21.596 -16.247 5.816
C -6.464 -27.628 9.463
C -7.113 -26.385 10.116
C -8.502 -26.010 9.596
C -8.728 -25.738 8.127
N -10.247 -25.273 7.741
C -11.358 -26.340 7.450
C -12.322 -25.706 6.478
C -11.489 -24.608 5.721
C -10.097 -24.659 6.303
C -10.637 -24.210 8.783
H -5.553 -27.942 9.973
H -6.103 -27.582 8.436
H -7.122 -28.497 9.465
H -6.513 -25.480 10.019
H -7.280 -26.611 11.170
H -8.904 -25.286 10.304
H -9.088 -26.871 9.917
H -8.442 -26.518 7.422
H -8.153 -24.863 7.823
H -11.815 -26.525 8.422
H -10.956 -27.298 7.121
H -13.255 -25.440 6.975
H -12.546 -26.380 5.652
H -12.040 -23.702 5.975
H -11.291 -24.783 4.664
H -9.692 -23.648 6.359
H -9.564 -25.441 5.764
H -10.911 -24.835 9.633
H -11.427 -23.585 8.366
H -9.787 -23.624 9.133
C -5.653 -22.939 8.445
C -7.051 -22.401 8.162
C -7.284 -20.930 8.412
C -8.727 -20.402 8.446
N -8.994 -19.112 9.183
C -8.666 -19.243 10.730
C -9.853 -18.712 11.626
C -10.788 -18.174 10.601
C -10.576 -18.909 9.275
C -8.324 -17.883 8.606
H -4.882 -22.197 8.650
H -5.325 -23.539 7.597
H -5.818 -23.434 9.402
H -7.765 -23.074 8.636
H -7.277 -22.638 7.122
H -6.968 -20.289 7.589
H -6.714 -20.665 9.303
H -9.425 -21.125 8.866
H -9.096 -20.224 7.436
H -7.642 -18.876 10.795
H -8.579 -20.314 10.912
H -9.608 -18.016 12.428
H -10.340 -19.590 12.050
H -10.529 -17.123 10.470
H -11.795 -18.185 11.020
H -10.990 -18.390 8.411
H -11.063 -19.884 9.256
H -8.939 -17.551 7.770
H -7.243 -18.016 8.645
H -8.430 -17.141 9.397
C -14.577 -16.434 10.800
C -14.747 -14.864 10.479
C -15.733 -14.142 11.317
C -15.760 -12.497 11.183
N -17.071 -11.809 11.384
C -18.212 -12.549 10.618
C -19.287 -11.407 10.318
C -18.491 -10.041 10.257
C -17.120 -10.341 10.733
C -17.427 -11.622 12.906
H -13.919 -16.832 10.028
H -15.530 -16.948 10.674
H -14.188 -16.716 11.779
H -15.142 -14.696 9.477
H -13.782 -14.359 10.482
H -15.509 -14.352 12.363
H -16.621 -14.712 11.047
H -15.603 -12.205 10.144
H -14.883 -12.061 11.661
H -18.584 -13.461 11.085
H -17.815 -12.767 9.626
H -20.016 -11.354 11.127
H -19.750 -11.698 9.376
H -18.898 -9.206 10.826
H -18.453 -9.732 9.213
H -16.733 -9.660 11.491
H -16.496 -10.413 9.842
H -17.605 -12.576 13.402
H -18.377 -11.088 12.882
H -16.596 -11.002 13.243
C -14.137 -20.416 9.878
C -15.008 -19.607 8.870
C -15.775 -20.604 8.006
C -14.904 -21.284 6.880
N -15.603 -22.361 5.873
C -16.633 -21.724 4.921
C -16.087 -21.735 3.514
C -15.257 -22.996 3.521
C -14.528 -22.884 4.889
C -16.169 -23.633 6.642
H -13.285 -19.889 10.309
H -13.647 -21.191 9.289
H -14.792 -20.893 10.606
H -14.314 -18.979 8.312
H -15.718 -18.956 9.380
H -16.595 -20.066 7.529
H -16.223 -21.227 8.780
H -13.952 -21.684 7.230
H -14.655 -20.536 6.127
H -17.495 -22.385 4.998
H -16.973 -20.749 5.271
H -16.957 -21.657 2.862
H -15.501 -20.839 3.314
H -15.858 -23.905 3.508
H -14.654 -23.083 2.617
H -14.132 -23.819 5.285
H -13.793 -22.089 4.762
H -15.436 -24.198 7.218
H -16.849 -24.204 6.009
H -16.881 -23.148 7.310
Br -14.412 -24.511 9.865
Br -19.541 -21.837 7.456
```

Here are the Löwdin charges for atoms 1 to 5, given in e: C -0.0747; C -0.2240; C -0.1594; N -0.2502; C 0.0200